The following is a DFT calculation (ωB97M-V with the def2-TZVPD basis set) of a molecular structure, C32H21F7N5O9SW at a distorted geometry.

Geometry as XYZ:
```
76
Properties=species:S:1:pos:R:3
W 0.11 1.31 0.43
O 1.69 3.07 1.33
C 2.09 4.16 0.50
C 0.81 4.73 -0.06
N -0.05 3.65 -0.62
C 0.39 3.32 -1.99
C 1.61 2.45 -1.92
O 2.54 2.42 -2.66
O 1.52 1.61 -0.85
C -1.46 4.05 -0.64
C -2.35 2.83 -0.56
O -3.52 2.80 -0.75
O -1.64 1.72 -0.23
H 2.44 2.71 1.83
H 2.79 3.82 -0.27
H 2.60 4.93 1.09
H 1.02 5.48 -0.83
H 0.25 5.23 0.73
H 0.58 4.22 -2.58
H -0.39 2.74 -2.48
H -1.72 4.62 -1.53
H -1.69 4.67 0.23
F -1.68 5.26 3.86
C -1.78 3.98 3.49
C -0.83 3.49 2.59
C -0.89 2.17 2.18
C -1.89 1.34 2.73
C -2.83 1.90 3.60
F -3.81 1.13 4.09
C -2.81 3.22 3.98
C -1.78 -0.08 2.45
C -2.37 -1.11 3.18
C -2.01 -2.42 2.93
C -1.06 -2.70 1.95
C -0.53 -1.65 1.24
N -0.91 -0.37 1.45
H -0.04 4.16 2.31
H -3.56 3.62 4.65
H -3.07 -0.88 3.96
H -2.45 -3.22 3.51
H -0.73 -3.70 1.74
H 0.20 -1.82 0.46
F 4.64 -3.05 4.04
C 3.86 -2.18 3.42
C 3.72 -2.24 2.04
F 4.37 -3.16 1.35
C 2.90 -1.33 1.38
F 2.76 -1.40 0.06
C 2.21 -0.37 2.11
O 1.41 0.53 1.51
C 2.35 -0.32 3.49
F 1.68 0.61 4.17
C 3.17 -1.22 4.15
F 3.30 -1.16 5.47
O 1.56 -4.70 -7.13
S 1.68 -5.46 -5.91
O 2.69 -4.98 -5.00
O 1.63 -6.89 -6.07
C 0.14 -5.05 -5.04
N -0.91 -5.86 -5.14
C -1.99 -5.54 -4.45
C -2.07 -4.41 -3.63
C -0.92 -3.63 -3.63
N 0.16 -3.93 -4.34
C -0.76 -2.41 -2.80
C 0.51 -1.85 -2.67
C 0.70 -0.76 -1.85
N -0.30 -0.20 -1.13
C -1.55 -0.72 -1.29
C -1.80 -1.79 -2.11
H -2.84 -6.21 -4.54
H -2.95 -4.19 -3.05
H 1.33 -2.28 -3.23
H 1.69 -0.34 -1.73
H -2.35 -0.23 -0.76
H -2.82 -2.14 -2.21
```

Values from the calculation:
Highest occupied orbital energy (Ha): -0.325
Energy above the lowest of the compared OMol25 structures with the same formula, charge and spin (kJ/mol): 183.6
E_tot (eV): -91076.854
HOMO-LUMO gap (eV): 2.25
Charge: +1

=====

The following is a DFT calculation (ωB97M-V with the def2-TZVPD basis set) of a molecular structure, C32H21F9FeN4O11P3.

Geometry as XYZ:
```
81
Properties=species:S:1:pos:R:3
Fe -1.75 -0.74 -1.94
O 1.92 -5.10 -0.12
C 1.69 -5.25 -1.41
O 2.27 -6.06 -2.09
C 0.67 -4.35 -2.04
C 0.35 -4.39 -3.38
N -0.55 -3.42 -3.60
N -0.84 -2.75 -2.48
C -0.11 -3.30 -1.53
C -0.25 -2.68 -0.17
O 0.29 -3.23 0.80
O -0.92 -1.62 -0.18
H 1.35 -4.37 0.28
H 0.71 -5.04 -4.15
H -0.97 -3.13 -4.47
O -4.45 1.24 1.02
P -3.09 0.77 0.36
O -3.36 -0.28 -0.68
O -2.15 0.49 1.48
O -2.58 2.11 -0.42
P -1.62 1.91 -1.71
O -1.15 3.40 -1.97
O -2.42 1.33 -2.83
O -0.49 0.98 -1.34
H -5.21 1.11 0.45
H -1.24 3.98 -1.20
F -1.93 -2.17 7.47
C -0.81 -1.44 7.33
F 0.21 -2.21 7.73
F -0.89 -0.41 8.19
C -0.63 -0.97 5.91
C -1.07 -1.76 4.86
C -0.90 -1.34 3.55
C -0.27 -0.13 3.29
C 0.19 0.66 4.35
C 0.01 0.24 5.66
P -0.06 0.38 1.57
C 0.14 2.18 1.53
C 1.19 2.77 0.83
C 1.29 4.15 0.73
C 0.33 4.95 1.35
C -0.71 4.38 2.07
C -0.81 3.00 2.15
C 0.47 6.45 1.28
F 1.26 6.92 2.25
F 1.00 6.84 0.11
F -0.72 7.06 1.40
C 1.57 -0.31 1.11
C 1.97 -0.21 -0.23
C 3.14 -0.83 -0.65
C 3.90 -1.56 0.25
C 3.50 -1.68 1.57
C 2.34 -1.06 2.00
C 5.18 -2.21 -0.19
F 5.19 -2.46 -1.51
F 5.39 -3.38 0.43
F 6.24 -1.43 0.07
H -1.56 -2.71 5.07
H -1.24 -1.96 2.73
H 0.69 1.60 4.15
H 0.35 0.85 6.48
H 1.93 2.16 0.34
H 2.10 4.60 0.18
H -1.44 5.01 2.55
H -1.63 2.56 2.70
H 1.36 0.33 -0.93
H 3.45 -0.76 -1.69
H 4.09 -2.27 2.26
H 2.02 -1.19 3.03
N -2.51 2.55 -8.47
C -2.28 1.85 -7.59
C -1.99 0.98 -6.48
C -0.76 1.05 -5.84
C -0.54 0.20 -4.77
N -1.44 -0.69 -4.34
C -2.61 -0.75 -4.98
C -2.94 0.06 -6.05
H -0.01 1.76 -6.15
H 0.39 0.24 -4.22
H -3.33 -1.47 -4.60
H -3.90 -0.02 -6.53
```

Values from the calculation:
Highest occupied orbital energy (alpha / beta) (Ha): -0.296 / -0.348
Energy above the lowest of the compared OMol25 structures with the same formula, charge and spin (kJ/mol): 82.2
E_tot (eV): -148729.894
⟨S²⟩: 8.763
HOMO-LUMO gap (alpha / beta) (eV): 7.03 / 7.82
2S+1: 6

=====

The following is a DFT calculation (ωB97M-V with the def2-TZVPD basis set) of 3 unconnected molecules or ions with the total composition C32H21NO8S2 at a distorted geometry.

Geometry as XYZ:
```
64
Properties=species:S:1:pos:R:3
C -0.65 3.81 -0.80
S -1.71 5.11 0.04
O -0.72 6.19 0.47
O -2.33 4.60 1.33
C -2.94 5.87 -1.13
O -2.68 7.02 -1.57
O -4.13 5.26 -1.62
C -4.71 4.35 -0.66
N -6.03 3.78 -1.09
C -6.35 2.83 -0.26
S -6.39 1.65 0.92
H -0.18 4.26 -1.76
H -1.27 2.91 -1.14
H 0.16 3.50 -0.05
H -4.00 3.45 -0.52
H -4.87 4.91 0.35
C 6.74 0.21 0.28
C 5.84 0.93 -0.50
C 4.51 1.04 -0.11
C 4.07 0.41 1.06
C 4.96 -0.33 1.83
C 6.30 -0.42 1.44
C 4.50 -1.04 3.04
O 5.28 -1.69 3.71
C 3.07 -0.96 3.41
C 2.60 -1.67 4.52
C 1.26 -1.59 4.89
C 0.39 -0.80 4.16
C 0.84 -0.09 3.05
C 2.18 -0.18 2.67
C 2.65 0.54 1.47
O 1.88 1.24 0.82
H 7.78 0.13 -0.01
H 6.18 1.41 -1.41
H 3.81 1.61 -0.72
H 7.01 -0.99 2.05
H 3.28 -2.29 5.10
H 0.90 -2.15 5.75
H -0.66 -0.73 4.45
H 0.15 0.52 2.48
C -5.21 -3.36 -2.03
C -5.23 -1.99 -1.78
C -4.03 -1.28 -1.70
C -2.82 -1.94 -1.84
C -2.79 -3.32 -2.06
C -3.99 -4.03 -2.16
C -1.51 -4.04 -2.16
O -1.48 -5.24 -2.35
C -0.24 -3.28 -2.02
C 0.98 -3.95 -2.05
C 2.17 -3.24 -1.93
C 2.14 -1.85 -1.78
C 0.93 -1.18 -1.74
C -0.27 -1.89 -1.85
C -1.56 -1.17 -1.76
O -1.58 0.04 -1.63
H -6.14 -3.91 -2.10
H -6.17 -1.47 -1.67
H -4.06 -0.21 -1.51
H -3.98 -5.10 -2.35
H 1.01 -5.03 -2.17
H 3.12 -3.77 -1.96
H 3.07 -1.30 -1.70
H 0.91 -0.10 -1.62
```

Values from the calculation:
Highest occupied orbital energy (Ha): -0.367
E_tot (eV): -73061.790
HOMO-LUMO gap (eV): 8.72

=====

The following is a DFT calculation (ωB97M-V with the def2-TZVPD basis set) of a molecular structure, C32H22CrO8S2 at a distorted geometry.

Geometry as XYZ:
```
65
Properties=species:S:1:pos:R:3
O 4.77 0.70 0.95
C 4.50 0.64 -0.18
Cr 3.94 0.21 -1.95
C 2.57 -0.66 -0.97
O 1.82 -1.22 -0.28
C 4.84 -1.44 -1.63
O 5.28 -2.44 -1.23
C 5.26 1.17 -3.41
C 4.57 2.17 -2.70
C 3.17 2.11 -2.57
C 2.43 1.06 -3.16
C 1.03 0.81 -2.79
C -0.08 0.42 -2.42
C -1.42 0.14 -2.10
C -1.81 -1.26 -2.23
C -0.82 -2.23 -2.50
C -1.08 -3.59 -2.44
C -2.34 -4.05 -2.05
C -3.37 -3.11 -1.88
C -3.14 -1.74 -2.05
C -2.29 1.28 -1.85
C -1.84 2.56 -2.29
C -2.66 3.69 -2.24
C -3.92 3.63 -1.64
C -4.33 2.43 -1.07
C -3.53 1.28 -1.16
C 3.15 0.09 -3.91
C 4.54 0.15 -4.04
H 6.35 1.22 -3.50
H 5.11 2.99 -2.22
H 2.63 2.86 -1.98
H 0.21 -1.89 -2.69
H -0.28 -4.30 -2.65
H -2.52 -5.11 -1.86
H -4.37 -3.45 -1.59
H -3.98 -1.05 -2.00
H -0.84 2.64 -2.70
H -2.29 4.62 -2.65
H -4.55 4.53 -1.59
H -5.27 2.37 -0.52
H -3.87 0.40 -0.63
H 2.58 -0.72 -4.37
H 5.06 -0.64 -4.60
C -2.69 -1.04 0.85
O -2.74 -0.44 2.20
C -1.62 -0.29 2.88
S -1.34 1.26 3.76
O -0.65 2.20 2.89
O -2.56 1.62 4.45
C -0.20 0.55 4.96
C 0.00 -0.83 4.92
C 0.85 -1.46 5.82
C 1.51 -0.68 6.77
C 1.30 0.70 6.83
C 0.42 1.32 5.94
S -0.89 -1.74 3.65
O -1.96 -2.49 4.28
O 0.07 -2.40 2.76
H -3.71 -1.07 0.50
H -2.04 -0.41 0.23
H -2.26 -2.05 0.91
H 1.01 -2.53 5.76
H 2.22 -1.15 7.45
H 1.84 1.31 7.55
H 0.22 2.39 5.97
```

Values from the calculation:
Highest occupied orbital energy (alpha / beta) (Ha): -0.358 / -0.425
Energy above the lowest of the compared OMol25 structures with the same formula, charge and spin (kJ/mol): 0.0
E_tot (eV): -99999.138
⟨S²⟩: 3.816
HOMO-LUMO gap (alpha / beta) (eV): 6.32 / 5.62
Charge: +1
2S+1: 4

=====

The following is a DFT calculation (ωB97M-V with the def2-TZVPD basis set) of a molecular structure, C32H22F4N4O8ReS3.

Geometry as XYZ:
```
74
Properties=species:S:1:pos:R:3
Re -0.04 1.48 -0.68
O 4.47 1.78 -0.63
C 4.66 1.27 0.61
C 5.98 1.11 1.02
C 6.27 0.60 2.27
C 5.24 0.23 3.13
C 3.93 0.38 2.73
C 3.61 0.90 1.47
C 2.20 1.03 1.08
O 1.93 1.58 -0.09
N 1.28 0.61 1.88
N -0.01 0.82 1.37
C -0.94 0.54 2.21
S -2.63 0.67 1.82
C -3.16 0.52 3.55
C -2.25 -0.46 4.24
S -0.53 -0.04 3.81
H 3.51 1.86 -0.78
H 6.77 1.41 0.34
H 7.30 0.48 2.57
H 5.47 -0.18 4.11
H 3.12 0.10 3.38
H -4.20 0.17 3.54
H -3.12 1.50 4.01
H -2.45 -1.49 3.92
H -2.34 -0.40 5.32
O -2.70 8.07 0.25
C -1.89 7.13 0.77
O -1.62 7.16 1.94
C -1.35 6.09 -0.16
C -0.26 5.35 0.26
C 0.29 4.37 -0.55
C -0.29 4.09 -1.80
S 0.30 2.69 -2.70
C -1.39 4.83 -2.22
C -1.91 5.82 -1.42
H -2.75 7.99 -0.71
H 0.17 5.57 1.23
H 1.20 3.86 -0.27
H -1.86 4.59 -3.17
H -2.79 6.36 -1.76
F 0.39 -1.37 -5.75
C -0.30 -1.49 -4.63
C -0.20 -0.57 -3.68
N -1.01 -0.73 -2.47
C -2.33 0.02 -2.61
C -2.84 1.08 -1.60
O -4.04 1.23 -1.64
O -2.03 1.78 -0.88
C -1.18 -2.17 -2.24
O -0.06 -1.44 -0.46
N -1.71 -2.89 -3.31
C -1.22 -2.67 -4.58
O -1.54 -3.31 -5.55
H 0.38 0.33 -3.75
H -3.11 -0.74 -2.65
H -2.31 0.53 -3.57
H -2.43 -3.58 -3.19
F 0.84 -7.42 2.72
C 0.18 -7.54 1.56
F 0.84 -8.42 0.80
F -1.02 -8.09 1.85
C 0.01 -6.22 0.86
C -0.41 -6.22 -0.46
C -0.61 -5.02 -1.12
C -0.38 -3.81 -0.45
C 0.05 -3.82 0.87
C 0.24 -5.03 1.53
C -0.57 -2.52 -1.11
C -0.23 -0.26 -1.17
H -0.57 -7.15 -0.98
H -0.90 -5.02 -2.16
H 0.25 -2.89 1.38
H 0.58 -5.04 2.55
```

Values from the calculation:
Highest occupied orbital energy (alpha / beta) (Ha): -0.286 / -0.287
Energy above the lowest of the compared OMol25 structures with the same formula, charge and spin (kJ/mol): 0.0
E_tot (eV): -101386.991
⟨S²⟩: 0.773
HOMO-LUMO gap (alpha / beta) (eV): 6.78 / 6.85
2S+1: 2

=====

The following is a DFT calculation (ωB97M-V with the def2-TZVPD basis set) of a molecular structure, C32H22FeN7O12S.

Geometry as XYZ:
```
75
Properties=species:S:1:pos:R:3
Fe 0.21 0.08 0.21
N 0.40 4.47 0.10
C 1.77 4.33 0.27
C 2.00 2.99 0.30
N 0.81 2.31 0.16
C -0.12 3.23 0.04
C -1.50 2.83 -0.17
N -1.73 1.57 -0.44
C -3.09 1.45 -0.56
C -3.68 2.66 -0.36
N -2.65 3.54 -0.11
H -0.09 5.34 0.01
H 2.43 5.18 0.35
H 2.92 2.47 0.43
H -3.54 0.49 -0.79
H -4.71 2.97 -0.36
H -2.75 4.51 0.14
O -0.41 -0.42 4.03
C -0.76 -0.44 2.87
O -0.27 0.39 1.98
C -1.83 -1.38 2.40
C -2.50 -2.07 3.39
C -3.52 -2.95 3.08
C -3.92 -3.15 1.77
C -3.28 -2.44 0.78
C -2.16 -1.57 1.02
O -1.52 -1.05 0.04
N -3.78 -2.64 -0.57
O -4.09 -3.77 -0.91
O -3.81 -1.68 -1.33
N -4.21 -3.68 4.14
O -3.86 -3.47 5.29
O -5.10 -4.45 3.82
H -2.20 -1.92 4.42
H -4.72 -3.83 1.53
O 2.36 0.18 -0.01
C 3.25 -0.68 -0.01
C 3.09 -2.07 0.26
C 4.20 -2.92 0.17
C 4.05 -4.24 0.46
C 2.81 -4.77 0.88
C 1.72 -3.95 0.98
C 1.81 -2.56 0.66
O 0.78 -1.83 0.73
N 5.20 -5.13 0.34
O 6.26 -4.66 -0.03
O 5.04 -6.31 0.61
H 4.28 -0.34 -0.22
H 5.17 -2.54 -0.13
H 2.75 -5.82 1.11
H 0.76 -4.33 1.30
O 0.25 -0.08 -1.83
S -0.88 -0.70 -2.66
C -0.44 -0.18 -4.31
C 0.83 0.29 -4.60
C 1.12 0.67 -5.91
C 0.15 0.56 -6.90
C -1.12 0.09 -6.58
C -1.42 -0.28 -5.28
C -0.43 -2.42 -2.80
C 0.90 -2.79 -2.64
C 1.23 -4.13 -2.74
C 0.24 -5.07 -3.01
C -1.08 -4.68 -3.17
C -1.43 -3.34 -3.06
H 1.57 0.38 -3.81
H 2.10 1.04 -6.15
H 0.38 0.85 -7.91
H -1.88 0.01 -7.35
H -2.41 -0.64 -5.02
H 1.65 -2.05 -2.41
H 2.25 -4.45 -2.61
H 0.50 -6.12 -3.09
H -1.85 -5.41 -3.36
H -2.46 -3.02 -3.17
```

Values from the calculation:
Highest occupied orbital energy (alpha / beta) (Ha): -0.305 / -0.303
E_tot (eV): -113758.362
⟨S²⟩: 8.758
HOMO-LUMO gap (alpha / beta) (eV): 7.94 / 7.35
2S+1: 6

=====

E_tot of number 5 (C32H22F4N4O8ReS3)? -101386.991 eV